No. 1
{"formula": "C14H26BBr6NO5P", "method": "wB97M-V/def2-TZVPD", "gap_ev": 9.51, "lumo_energy_ev": -2.33, "charge": 1, "multiplicity": 1, "e_tot_ha": -16790.2304, "symbols": ["C", "C", "C", "C", "C", "C", "N", "O", "B", "O", "O", "P", "O", "O", "C", "C", "H", "H", "H", "H", "H", "H", "H", "H", "H", "H", "H", "H", "H", "H", "Br", "C", "C", "Br", "H", "H", "H", "H", "Br", "C", "C", "Br", "H", "H", "H", "H", "Br", "C", "C", "Br", "H", "H", "H", "H"], "coordinates": [[5.533838, -2.445217, -0.753441], [4.148451, -2.291477, -1.365502], [3.131456, -3.174026, -1.120350], [1.859984, -3.012710, -1.654218], [1.673251, -1.923010, -2.465215], [0.312592, -1.603370, -3.079642], [-0.144166, -0.311459, -2.452636], [-0.310673, 0.727610, -3.373383], [0.400955, 1.926739, -3.083675], [0.936905, 2.584240, -4.157753], [0.559046, 2.479605, -1.845188], [-1.841148, -0.545060, -1.645986], [-1.954302, 0.707394, -0.643615], [-1.593663, -1.816161, -0.661687], [2.700745, -1.034613, -2.740620], [3.955581, -1.197350, -2.207589], [6.324987, -2.276215, -1.487662], [5.630955, -1.657153, 0.008259], [5.631938, -3.408030, -0.244569], [3.319848, -4.035265, -0.480469], [1.045862, -3.700493, -1.443409], [0.342770, -1.526082, -4.167600], [-0.409947, -2.377838, -2.794988], [0.512090, -0.083288, -1.689460], [1.158210, 1.901813, -4.810191], [1.466406, 2.814281, -1.797045], [-1.142017, 0.856144, -0.120663], [-1.342662, -1.495091, 0.228081], [2.537781, -0.169832, -3.388632], [4.760348, -0.498844, -2.417138], [-4.082529, 5.177452, 0.722821], [-3.136919, 4.015590, 1.965003], [-1.663479, 4.316729, 1.993644], [-0.775531, 3.586306, 0.421484], [-3.344977, 2.989993, 1.666055], [-3.586891, 4.212105, 2.937025], [-1.190812, 3.828279, 2.844310], [-1.440238, 5.378854, 2.020452], [0.150723, -2.764420, 2.333859], [1.962010, -2.074870, 2.154996], [2.051740, -0.649031, 2.625474], [1.311292, 0.594615, 1.316154], [2.248675, -2.199350, 1.113978], [2.576826, -2.721042, 2.778654], [3.091259, -0.348719, 2.740795], [1.520957, -0.472838, 3.555957], [-7.060398, 0.942585, 1.452869], [-6.246870, 0.042523, 2.972689], [-5.062027, 0.810645, 3.492506], [-3.505365, 0.576778, 2.342757], [-5.992868, -0.961724, 2.647950], [-7.027881, -0.008705, 3.728564], [-4.756837, 0.433915, 4.466733], [-5.245284, 1.879091, 3.561256]], "atomic_forces_ev_per_a": [[-0.72, 0.20, 0.45], [1.84, 0.42, -0.10], [-0.38, -1.09, 0.62], [0.20, 0.06, 0.06], [-1.27, 0.43, -0.99], [0.63, -0.57, 0.66], [-0.22, -0.37, 1.16], [0.61, 0.18, 0.36], [0.16, 1.30, -0.64], [0.07, -1.26, 0.25], [0.24, -1.54, -0.14], [-2.54, -0.54, -0.29], [1.23, -0.63, -0.55], [0.67, 1.22, -0.09], [0.40, 0.84, -0.39], [-0.45, -0.25, 0.23], [-0.12, -0.25, 0.09], [0.16, -0.22, -0.10], [0.21, 0.12, -0.23], [0.03, 0.14, -0.09], [0.17, 0.04, 0.01], [-0.13, 0.39, 0.20], [0.05, 0.19, -0.19], [0.30, 0.38, -0.44], [-0.20, 0.59, -0.46], [-0.28, 0.51, 0.19], [-0.31, 0.51, 0.35], [0.10, -0.61, 0.06], [-0.14, -0.25, 0.00], [-0.11, -0.13, 0.01], [0.03, -0.09, -0.02], [-0.25, 0.25, -0.10], [0.12, -0.24, 0.13], [-0.06, 0.26, 0.16], [0.06, 0.32, 0.02], [0.09, -0.01, 0.02], [-0.04, -0.01, 0.00], [-0.05, -0.01, -0.05], [-0.04, 0.04, -0.17], [-0.11, -0.13, 0.15], [0.18, -0.03, -0.12], [-0.13, 0.08, -0.08], [0.00, 0.08, 0.06], [0.00, 0.05, 0.03], [-0.01, 0.00, -0.05], [-0.04, -0.02, -0.05], [0.08, -0.07, -0.02], [-0.27, 0.18, -0.13], [0.14, -0.20, 0.19], [0.03, -0.26, 0.03], [0.06, 0.02, 0.05], [0.07, 0.02, 0.05], [-0.01, -0.02, -0.03], [-0.04, -0.02, -0.07]], "nbo_charge": [-0.63, 0.00, -0.21, -0.22, -0.01, -0.27, -0.36, -0.54, 1.26, -0.86, -0.90, 1.54, -0.97, -0.99, -0.25, -0.18, 0.24, 0.22, 0.23, 0.23, 0.24, 0.26, 0.24, 0.44, 0.50, 0.52, 0.51, 0.52, 0.20, 0.23, 0.00, -0.47, -0.44, -0.03, 0.24, 0.23, 0.23, 0.24, -0.01, -0.46, -0.43, -0.05, 0.24, 0.24, 0.24, 0.24, 0.00, -0.46, -0.43, -0.04, 0.23, 0.24, 0.23, 0.23]}



No. 2
{"formula": "C14H26BFNNbO4PS", "method": "wB97M-V/def2-TZVPD", "gap_ev": 5.95, "lumo_energy_ev": 1.56, "charge": -1, "multiplicity": 1, "e_tot_ha": -1825.6731, "symbols": ["C", "C", "C", "O", "O", "C", "C", "Nb", "F", "C", "C", "C", "O", "P", "S", "B", "C", "O", "H", "H", "H", "H", "H", "H", "H", "H", "H", "H", "H", "H", "H", "H", "H", "H", "H", "H", "H", "H", "H", "N", "C", "C", "C", "C", "C", "H", "H", "H", "H", "H"], "coordinates": [[-2.589896, 0.635311, -1.552897], [-2.054649, 1.331146, -2.899660], [-0.940167, 2.465195, -2.610305], [0.014691, 2.617036, -3.396596], [-1.150961, 3.278613, -1.469568], [-0.011591, 3.240861, -0.547983], [0.704182, 1.820717, -0.424511], [1.727910, 1.630744, 1.645235], [1.696463, 3.747717, 1.917632], [3.710642, 1.867897, 0.624073], [5.021116, 1.493462, 1.655616], [5.543190, -0.113321, 1.579132], [4.707703, 0.576212, 2.790072], [-0.623525, 1.594675, 2.760734], [-1.816169, 0.276836, 1.921602], [1.709757, -0.691957, 1.408439], [2.361170, -1.259888, 0.004873], [1.151503, -1.597372, 2.375088], [-2.032318, -0.334988, -1.324281], [-2.595734, 1.333805, -0.658211], [-3.684066, 0.339944, -1.746782], [-2.957999, 1.781580, -3.421658], [-1.543510, 0.525833, -3.519227], [0.715559, 4.075619, -0.852361], [-0.423113, 3.552171, 0.474583], [1.517167, 1.646608, -1.217340], [-0.031665, 0.949939, -0.485964], [2.396184, 1.529831, 3.330994], [3.918819, 2.982363, 0.462483], [3.899415, 1.337580, -0.353346], [5.855721, 2.332118, 1.793424], [4.932632, -0.203592, 0.587506], [5.077208, -1.049784, 1.994863], [-1.164050, 2.933630, 2.779017], [-0.431075, 1.177769, 4.136151], [3.336709, -1.814482, 0.179726], [2.485214, -0.426811, -0.770325], [1.570042, -1.972081, -0.441884], [1.554666, -1.475731, 3.254533], [-3.024914, -2.437863, -0.629320], [-4.106349, -2.805531, 0.072965], [-4.789611, -3.994974, -0.126656], [-4.332861, -4.856367, -1.112476], [-3.217426, -4.500246, -1.855251], [-2.603396, -3.289750, -1.575317], [-4.426715, -2.097454, 0.830458], [-5.656712, -4.240629, 0.473599], [-4.840907, -5.796124, -1.300028], [-2.832913, -5.147679, -2.633491], [-1.725372, -2.968585, -2.127364]], "atomic_forces_ev_per_a": [[-0.66, -0.12, -0.59], [0.36, 0.18, 1.46], [0.86, 0.15, -1.65], [-2.63, -0.28, 2.60], [0.51, -1.97, -1.54], [1.06, 0.21, 0.86], [-0.72, -0.13, -0.11], [1.84, 3.57, -1.71], [-0.03, -2.08, -0.08], [3.69, 0.51, 1.18], [-0.30, -1.35, 1.63], [-2.23, 0.73, -1.11], [-0.19, 3.08, -4.13], [0.17, -0.06, 0.67], [-0.66, -0.37, -0.38], [-0.04, -1.16, 0.83], [-1.33, -0.12, -0.46], [1.74, 0.32, -1.11], [-0.72, 1.63, -0.11], [0.23, -0.96, -1.19], [1.54, 0.27, 0.35], [1.39, -0.38, 0.36], [-0.72, 1.38, 0.43], [-0.83, -1.40, 0.41], [0.28, -0.42, -1.63], [-1.15, 0.40, 1.04], [0.60, 1.24, -0.09], [-0.77, -0.49, 0.52], [-0.58, -1.31, -0.04], [-0.25, 0.54, 1.04], [-1.83, -2.13, 0.05], [-0.23, -0.07, 1.51], [2.24, -0.07, -0.04], [0.15, -0.55, 0.49], [-0.28, 0.86, -0.47], [-1.20, 0.61, -0.24], [0.09, -1.22, 1.11], [1.26, 0.71, 0.59], [-0.67, 0.41, -0.51], [-0.37, -0.83, -0.14], [0.44, 0.37, -0.12], [0.06, -0.09, -0.13], [-0.06, -0.09, -0.01], [-0.09, -0.04, 0.05], [-0.06, 0.46, 0.38], [0.02, -0.03, 0.01], [0.04, 0.04, -0.01], [0.03, 0.04, 0.01], [0.01, 0.04, 0.03], [-0.01, -0.05, -0.03]], "nbo_charge": [-0.63, -0.52, 0.83, -0.60, -0.57, -0.08, -1.00, 1.83, -0.68, -0.97, 0.20, -0.46, -0.51, 0.25, -0.68, 0.57, -1.08, -0.98, 0.24, 0.25, 0.19, 0.22, 0.22, 0.19, 0.20, 0.24, 0.26, -0.34, 0.25, 0.24, 0.22, 0.18, 0.30, -0.01, -0.01, 0.24, 0.23, 0.23, 0.50, -0.39, 0.04, -0.27, -0.18, -0.27, 0.03, 0.21, 0.21, 0.21, 0.21, 0.19]}



No. 3
{"formula": "C14H26BN2O8P2S", "method": "wB97M-V/def2-TZVPD", "gap_ev": 6.46, "lumo_energy_ev": -4.46, "charge": 1, "multiplicity": 1, "e_tot_ha": -2366.1813, "symbols": ["C", "C", "S", "C", "O", "C", "O", "C", "C", "C", "C", "C", "O", "N", "C", "P", "P", "O", "O", "O", "C", "B", "N", "O", "H", "H", "H", "H", "H", "H", "H", "H", "H", "H", "H", "H", "H", "H", "H", "H", "H", "H", "C", "C", "C", "O", "H", "H", "H", "H", "H", "H", "H", "H"], "coordinates": [[3.152257, -0.244916, -0.299906], [2.804245, 1.143283, 0.237429], [1.546531, 1.139417, 1.529828], [0.121816, 1.722784, 0.557277], [-1.013625, 1.662442, 1.414519], [-2.221142, 1.759800, 0.848840], [-3.061270, 2.441276, 1.330935], [-2.608876, 0.983638, -0.381101], [-3.302062, 1.672711, -1.364029], [-3.702494, 1.020788, -2.520794], [-4.437301, 1.775325, -3.594348], [-5.115495, 0.869252, -4.599041], [-5.703287, -0.105345, -4.238540], [-3.417703, -0.277685, -2.647054], [-2.765842, -0.998261, -1.699483], [-2.540109, -2.735069, -2.191774], [-1.115140, -2.329759, -3.790945], [-1.923488, -1.787431, -4.886011], [-0.295748, -3.626467, -4.123438], [-0.068520, -1.243002, -3.271500], [-2.336795, -0.383480, -0.529816], [-1.596666, -1.272044, 0.568747], [-2.394120, -1.798171, 1.645608], [-0.262111, -1.454276, 0.463114], [2.324148, -0.942794, -0.250822], [3.980579, -0.654791, 0.267899], [3.501720, -0.188799, -1.327100], [2.495392, 1.786544, -0.581030], [3.684334, 1.573147, 0.691644], [0.027009, 1.106485, -0.337139], [0.333168, 2.747266, 0.266291], [-3.522458, 2.717695, -1.232536], [-3.795592, 2.499259, -4.082987], [-5.240842, 2.304345, -3.086155], [-5.039930, 1.087959, -5.670805], [-3.702439, -0.747132, -3.507271], [-1.806576, -3.367622, -1.170219], [0.341631, -3.830199, -3.420978], [-0.216053, -0.429938, -3.772192], [-2.065632, -2.706586, 1.959684], [-3.346895, -1.950916, 1.329610], [0.062119, -1.973947, 1.208407], [5.284734, 1.203599, 5.007470], [4.094779, 0.550946, 4.323480], [3.934820, -0.900874, 4.745679], [4.238946, 0.633635, 2.901513], [6.210724, 0.688026, 4.738434], [5.385356, 2.241861, 4.691505], [5.179662, 1.178712, 6.092176], [3.186172, 1.103722, 4.563641], [4.820098, -1.479770, 4.468352], [3.077885, -1.352352, 4.243312], [3.791485, -0.986251, 5.822919], [5.038603, 0.153956, 2.658701]], "atomic_forces_ev_per_a": [[0.28, 0.05, 0.01], [-0.03, -0.40, -0.32], [-0.28, 0.09, 0.44], [1.13, -0.35, -0.10], [0.08, -0.34, -0.43], [0.10, 0.17, 0.17], [-0.94, 0.58, 0.53], [0.47, -0.42, -0.46], [0.09, -0.32, -0.16], [0.09, 0.64, 0.42], [-0.13, -0.45, -0.08], [0.25, 0.15, -0.40], [-0.37, -0.73, 0.30], [0.07, 0.01, 0.13], [0.39, 0.31, 0.17], [-0.72, -1.11, -0.42], [-0.24, 0.77, -0.35], [-0.31, 0.01, -0.09], [0.09, -0.07, 0.52], [0.17, -0.21, 0.29], [0.13, -0.19, -0.19], [-0.47, 0.28, 0.80], [0.10, -0.73, -1.58], [-0.03, -0.23, -0.13], [-0.21, -0.01, -0.03], [0.00, -0.21, 0.21], [-0.02, 0.06, -0.21], [-0.17, 0.26, 0.01], [0.10, 0.28, 0.08], [-0.27, -0.16, -0.02], [-0.31, 0.26, -0.02], [-0.09, 0.17, 0.01], [0.18, 0.16, 0.01], [-0.09, 0.30, -0.02], [0.01, 0.38, -0.10], [-0.02, -0.11, 0.05], [0.29, 0.61, 0.19], [0.17, -0.22, -0.24], [0.22, 0.10, -0.07], [0.08, 0.23, 0.58], [-0.20, 0.32, 0.52], [0.39, 0.14, -0.02], [-0.02, 0.16, -0.07], [0.36, -0.24, 0.16], [-0.15, -0.04, -0.10], [-0.17, 0.07, -0.11], [-0.02, -0.07, 0.05], [-0.04, 0.01, 0.02], [0.01, -0.02, 0.00], [-0.04, 0.04, -0.14], [0.05, 0.04, 0.06], [-0.03, 0.03, 0.03], [0.02, -0.01, 0.01], [0.04, 0.00, 0.07]], "nbo_charge": [-0.62, -0.54, 0.23, -0.22, -0.49, 0.76, -0.48, 0.01, -0.20, 0.30, -0.57, 0.43, -0.50, -0.46, 0.01, 0.21, 2.12, -1.10, -0.95, -0.99, -0.35, 1.00, -1.05, -0.86, 0.21, 0.21, 0.21, 0.21, 0.25, 0.18, 0.20, 0.26, 0.26, 0.28, 0.15, 0.48, 0.03, 0.52, 0.52, 0.39, 0.39, 0.51, -0.63, 0.09, -0.63, -0.74, 0.20, 0.22, 0.22, 0.18, 0.20, 0.21, 0.22, 0.46]}



No. 4
{"formula": "C14H26BN2PW", "method": "wB97M-V/def2-TZVPD", "gap_ev": [6.25, 4.40], "lumo_energy_ev": [-8.60, -10.58], "charge": 2, "multiplicity": 3, "e_tot_ha": -1091.0357, "s2": 2.014, "symbols": ["C", "C", "C", "C", "C", "C", "C", "C", "N", "W", "C", "P", "H", "H", "H", "H", "H", "H", "H", "H", "C", "C", "H", "C", "C", "H", "H", "H", "H", "H", "H", "H", "H", "H", "H", "H", "H", "H", "H", "B", "C", "N", "H", "H", "H"], "coordinates": [[1.464801, -4.137351, 1.633761], [2.436957, -3.224210, 1.234713], [2.056914, -2.024724, 0.598763], [0.686249, -1.760086, 0.385270], [-0.274385, -2.735793, 0.764082], [0.125478, -3.885145, 1.425698], [3.095229, -1.026603, 0.205125], [2.838830, -0.170032, -1.040737], [2.972287, -0.868913, -2.265280], [0.116923, 0.058695, -0.579974], [-1.710232, -2.508538, 0.442666], [-1.790433, -1.261128, -0.935249], [3.497983, -3.434734, 1.395142], [-0.649466, -4.585938, 1.777841], [1.769952, -5.052541, 2.142081], [-2.291848, -2.097315, 1.280884], [-2.217806, -3.422276, 0.098860], [3.285942, -0.318529, 1.032505], [4.052238, -1.555659, 0.040665], [1.941064, 0.555243, -1.075694], [-3.510915, -0.717350, -0.794798], [-1.692697, -2.341041, -2.376226], [3.704711, 0.525223, -1.064254], [2.547699, -2.212483, -2.506874], [3.248746, -0.071239, -3.430719], [-1.448796, 0.701992, -1.002091], [3.181892, -2.610192, -3.312189], [2.679416, -2.875621, -1.647070], [1.504379, -2.273914, -2.854641], [3.766949, -0.699094, -4.162371], [2.331130, 0.327473, -3.878222], [3.912120, 0.743415, -3.147235], [-2.652946, -2.857821, -2.468004], [-1.500071, -1.748871, -3.274197], [-0.887378, -3.068705, -2.237202], [-4.156118, -1.595800, -0.894430], [-3.643342, -0.237112, 0.184925], [-3.731807, 0.006337, -1.588455], [0.369212, -0.441208, -2.188025], [-1.379943, 3.544121, 2.204083], [-0.905563, 2.406200, 1.308786], [-0.515738, 1.515760, 0.624813], [-0.430818, 4.024510, 2.809914], [-2.212125, 3.151362, 3.009627], [-1.892392, 4.433740, 1.537333]], "atomic_forces_ev_per_a": [[0.59, -0.16, 0.43], [0.05, 0.76, -0.62], [-0.28, -0.72, 0.73], [-1.09, 0.63, -0.84], [0.32, 0.05, 0.24], [-0.93, -0.30, 0.02], [0.48, 0.15, 0.29], [1.54, 0.55, 1.49], [-1.40, -0.01, -1.34], [-1.13, -0.26, 1.34], [-0.48, 0.52, -0.39], [-1.03, -2.22, 1.35], [-0.36, 0.03, -0.01], [0.58, 0.27, -0.26], [-0.07, 0.23, -0.15], [0.24, -0.17, -0.04], [0.12, 0.18, 0.21], [-0.05, -0.26, -0.25], [-0.27, 0.35, 0.02], [1.41, -0.35, -0.21], [0.34, 0.58, -0.28], [0.07, 0.32, -0.50], [-0.72, 0.18, 0.14], [0.86, -1.30, -0.24], [1.04, -0.10, -0.32], [0.78, -0.67, -0.44], [-0.27, 0.12, 0.09], [-0.20, 0.38, 0.07], [0.13, 0.33, 0.15], [-0.24, 0.16, -0.02], [-0.13, -0.09, 0.13], [-0.14, 0.17, -0.09], [0.16, 0.01, -0.05], [-0.11, -0.19, -0.01], [-0.11, 0.12, 0.03], [0.06, 0.16, 0.08], [-0.07, -0.12, -0.29], [-0.15, -0.14, 0.18], [-0.26, 0.61, -0.77], [-0.10, 0.59, 0.44], [-0.01, 0.05, 0.02], [0.48, 0.74, 0.53], [-0.05, -0.42, -0.32], [0.24, -0.28, -0.37], [0.18, -0.50, -0.19]], "nbo_charge": [-0.11, -0.21, -0.01, -0.44, 0.14, -0.22, -0.47, -0.23, 0.05, 0.92, -0.78, 1.27, 0.24, 0.25, 0.26, 0.28, 0.27, 0.28, 0.26, 0.17, -0.96, -0.96, 0.30, -0.48, -0.47, 0.11, 0.27, 0.27, 0.29, 0.27, 0.28, 0.26, 0.28, 0.26, 0.25, 0.27, 0.28, 0.27, -0.22, -0.68, 0.65, -0.79, 0.11, 0.12, 0.12]}